Entry from OMol25: a cluster of 2 separate species, C8H18ClFSi in total at a distorted geometry (the ωB97M-V functional and the def2-TZVPD basis).

## Properties
Spin multiplicity   3
Lowest unoccupied orbital energy (spin up / spin down)   0.707 / -4.092 eV
Orbital gap (spin up / spin down)   0.2383 / 0.2150 Ha
Expectation value of S²   2.0035
HOMO level (spin up / spin down)   -5.78 / -9.94 eV
Charge   0

Each line ends with the Mulliken spin population.
Element x y z (Å)
C1 1.25718 -1.62586 -1.25275  0.0182
C2 2.37833 -0.70489 0.77611  0.0341
C3 0.87216 -2.65924 1.01176  0.0143
C4 -1.78886 0.98362 -1.48759  0.0452
C5 -1.97312 2.11347 0.82729  0.0632
C6 -0.01549 2.39442 -0.57825  0.0359
C7 1.06572 -1.27826 0.26174  0.0353
C8 -1.09919 1.36739 -0.12169  -0.0101
F1 -0.26569 -0.07094 2.33638  0.0147
Si1 -0.37416 -0.15130 0.71457  0.8174
Cl1 -2.55079 -2.24754 -0.26015  1.0313
H1 0.48892 -2.30857 -1.44860  -0.0104
H2 1.35402 -0.67452 -1.79798  -0.0039
H3 2.13757 -2.21338 -1.40857  0.0016
H4 3.21784 -1.01096 0.17420  0.0063
H5 2.51611 -1.18080 1.71784  -0.0065
H6 2.34652 0.41000 0.92860  -0.0048
H7 -0.14183 -2.98931 0.83692  -0.0313
H8 1.54007 -3.46944 0.63295  0.0031
H9 0.88971 -2.48313 2.09856  -0.0013
H10 -1.36019 1.65429 -2.19784  0.0057
H11 -1.54660 -0.05980 -1.69932  -0.0427
H12 -2.83918 0.87921 -1.43187  -0.0065
H13 -2.22954 3.10532 0.56858  0.0015
H14 -1.49786 2.19648 1.75364  0.0002
H15 -2.94280 1.75605 0.92069  -0.0135
H16 0.48749 2.85070 0.29965  -0.0053
H17 0.61462 2.05784 -1.32124  0.0076
H18 -0.54097 3.35920 -0.85363  0.0005